{"formula": "C7H10N2O2S", "method": "the ωB97M-V functional and the def2-TZVPD basis", "symbols": ["H", "H", "H", "O", "C", "N", "C", "S", "C", "O", "H", "N", "H", "C", "H", "H", "H", "C", "C", "H", "C", "H"], "coordinates": [[-0.96226, 1.03347, -2.12228], [1.72385, -2.47470, -1.14816], [-0.26015, -0.36688, 1.73830], [2.65572, 1.36906, 1.52286], [1.15697, -1.55876, -1.07567], [-1.23831, -0.74661, -1.15787], [0.92016, 0.75733, -0.45433], [1.55219, 1.92180, 0.71853], [-1.40425, -2.10383, -1.16770], [-2.09624, -3.04609, -1.03680], [-2.65712, 0.48460, -1.99012], [-0.13274, -1.68710, -1.42873], [-1.57426, -0.26566, -3.19196], [-1.63361, 0.17800, -2.19445], [0.98558, 0.21502, 2.85523], [0.07883, 2.57713, 2.49305], [2.74411, -0.41171, -0.32402], [0.00857, 1.76706, 1.76813], [-0.00640, 0.41782, 2.44824], [-0.72444, 0.39935, 3.26609], [1.69610, -0.38161, -0.61720], [-0.83232, 1.92230, 1.09885]], "atomic_forces_ev_per_a": [[-0.0991, -0.0629, 0.0303], [0.0575, -0.1121, 0.0457], [-0.0364, -0.0684, 0.0114], [0.7825, 0.0655, 0.5285], [-0.3425, 0.2606, 0.2158], [-0.1104, -0.1075, 0.7455], [-0.2347, 0.8363, 0.3166], [-1.0217, -0.9427, -0.6772], [-0.2416, -0.1631, -0.0232], [-0.2832, -0.1878, 0.0548], [-0.0265, -0.0190, 0.0324], [0.7168, 0.2219, -0.6671], [-0.0079, -0.0570, 0.0286], [-0.0310, 0.2361, -0.4932], [-0.0517, -0.0726, 0.0339], [0.0621, 0.0707, -0.0909], [-0.0084, -0.1171, 0.1499], [0.2751, 0.0378, -0.2845], [0.1467, -0.0614, 0.0351], [-0.0643, 0.0318, 0.0079], [0.5734, 0.0989, -0.0228], [-0.0546, 0.1119, 0.0225]], "spin_multiplicity": 1, "e_homo_ev": [-8.234, -8.234], "relative_energy_kcal_mol": 163.3, "gap_ev": [7.129, 7.130], "smiles": "CCS(=O)#C/C=C\\N1C(=O)N1C"}

{"formula": "C7H10N2O2S", "method": "the ωB97M-V functional and the def2-TZVPD basis", "symbols": ["C", "H", "O", "H", "C", "H", "H", "N", "C", "S", "H", "O", "C", "H", "H", "C", "N", "H", "C", "H", "H", "C"], "coordinates": [[-1.89575, -1.09271, -0.02926], [0.73486, -1.91514, -1.18756], [-1.00471, 0.35747, 1.42566], [-1.25899, 2.59085, -0.87662], [-0.24104, 2.28379, -0.51651], [-2.17548, -0.88549, 1.82169], [-1.33231, 1.23081, 1.57649], [-2.73481, -1.27853, 1.04776], [2.23574, 0.57622, 0.16041], [3.57799, -0.56140, 0.55281], [-0.41097, 0.47151, -1.75789], [-1.94423, -1.62122, -1.13652], [2.65186, -1.79042, -0.12820], [0.63209, 2.65922, -1.11767], [3.05290, -2.79320, -0.13308], [1.16196, -0.01524, -0.37098], [-1.15985, 0.05939, 0.14081], [-3.47688, -2.03626, 0.91515], [-0.08106, 0.74814, -0.70083], [2.49605, 1.64421, 0.35940], [-0.20397, 2.75908, 0.50357], [1.37659, -1.39109, -0.54862]], "atomic_forces_ev_per_a": [[-1.3627, 0.8174, -2.3610], [-0.9248, -1.3228, -0.3173], [1.4094, 0.2176, 3.1901], [1.1760, -0.2989, -0.2919], [0.5498, -0.0825, -0.2537], [-1.7224, -1.0255, 0.5568], [-0.5674, 1.0035, 0.1649], [0.0154, -1.4211, -1.0979], [3.1510, 1.4107, 1.5717], [-1.6893, 1.5640, -0.5970], [0.5024, 0.5518, 1.2099], [0.0855, -0.3270, 0.7564], [-1.9371, -0.7116, -0.4388], [-1.2050, 0.3916, 0.4401], [-0.1377, -0.0205, -0.2056], [0.7331, 1.6612, 0.0962], [0.5914, 0.8109, -2.2883], [2.0453, 1.5111, 0.9751], [-2.8726, -2.2811, -0.4482], [-0.7591, -1.0691, -0.1533], [0.5045, -1.0331, -0.7025], [2.4146, -0.3466, 0.1943]], "spin_multiplicity": 1, "e_homo_ev": -8.745, "relative_energy_kcal_mol": 71.1, "gap_ev": 9.291, "smiles": "C[C@@H](c1ccsc1)N(O)C(N)=O"}

{"formula": "C7H10N2O2S", "method": "the ωB97M-V functional and the def2-TZVPD basis", "symbols": ["H", "H", "O", "C", "H", "S", "C", "O", "H", "H", "H", "C", "H", "C", "N", "C", "H", "H", "C", "H", "C", "N"], "coordinates": [[1.25836, 0.72412, -1.55426], [0.13116, 2.17287, 1.56788], [-3.41457, 0.98660, 0.11837], [1.70638, -0.36680, 0.76837], [-3.13219, 0.31368, -2.23937], [-2.35294, 0.02511, -0.09342], [2.27506, 0.46679, -1.41042], [-2.45777, -1.30163, 0.46794], [2.45241, -0.48015, -1.88931], [-1.37699, 0.58962, -2.20707], [0.89316, -1.87139, 1.84034], [-2.14938, -0.03710, -1.93940], [2.15525, 1.58374, 0.36730], [2.49109, 0.58640, 0.02975], [1.72948, -1.33730, 1.54276], [-0.89060, 1.78204, 1.33943], [-1.63947, 2.43994, 1.69219], [2.74294, 1.19676, -1.92277], [3.91215, 0.27993, 0.25951], [-2.03118, -0.98435, -2.41334], [-0.86768, 0.70996, 0.53999], [5.01970, 0.04257, 0.23060]], "atomic_forces_ev_per_a": [[-1.4459, -0.0931, -0.3948], [-0.6645, -0.4150, 0.2986], [0.5284, -0.2527, 0.0621], [-2.5324, -2.6100, 1.5266], [0.0950, 0.4399, -0.2200], [-0.2702, -1.2297, -0.9347], [-2.2817, -1.3736, -0.6219], [-0.0710, 0.3542, -0.3778], [0.2701, -0.4956, 0.2873], [1.5211, 1.6338, -0.5900], [0.2966, 0.7041, -0.4157], [-2.1439, -0.6277, 1.7539], [0.6658, -0.2579, -0.0385], [1.8195, -0.2470, 1.8699], [0.7926, 1.0615, -0.7709], [3.3332, -1.1529, -1.4253], [-1.2776, 0.0541, 0.0128], [2.1677, 2.3557, -1.6410], [-1.1183, 1.3654, -0.0489], [0.3678, -1.0397, 0.4052], [-1.9573, 2.4048, 1.0213], [1.9050, -0.5788, 0.2417]], "s2": 2.02, "spin_multiplicity": 3, "e_homo_ev": [-7.342, -10.932], "relative_energy_kcal_mol": 74.0, "gap_ev": [7.596, 8.480]}

{"formula": "C7H10N2O3", "method": "the ωB97M-V functional and the def2-TZVPD basis", "symbols": ["H", "H", "N", "C", "C", "C", "C", "O", "O", "C", "O", "H", "H", "H", "H", "H", "H", "C", "C", "H", "N", "H"], "coordinates": [[-1.22533, 0.78001, -4.26933], [0.99300, 3.35834, -2.37545], [0.30224, 2.96787, -2.99756], [0.39380, -1.10527, 2.30550], [-0.97516, 0.83289, -3.23361], [-0.55428, -1.39531, 1.47610], [0.91051, -2.18137, 3.23272], [-1.41536, -1.73429, 0.75836], [-0.16577, 1.49499, -1.27019], [-0.25064, 1.79278, -2.57768], [-2.02787, -1.19440, -2.30887], [0.37716, -3.11502, 3.07486], [2.02027, 0.23250, 1.90667], [-2.07737, -1.59472, -1.42412], [1.13490, 0.56740, 3.40134], [0.77798, -1.87370, 4.27000], [0.42137, 0.98088, 1.82654], [-1.32356, -0.07118, -2.19606], [1.02968, 0.25588, 2.36197], [0.53360, 3.02969, -3.97556], [-0.85158, 0.32042, -1.04150], [1.97240, -2.34839, 3.05586]], "atomic_forces_ev_per_a": [[-0.0682, 0.0024, -0.2876], [0.0048, 0.0057, -0.0739], [0.1413, 0.1329, 0.2301], [0.7220, 0.2066, 0.6493], [0.1800, 0.1472, 0.2334], [-1.0591, -0.5985, -0.8617], [-0.1788, 0.0899, -0.2205], [0.2129, 0.0053, 0.4049], [0.3089, 0.8495, -0.8171], [-0.5365, -0.6811, -0.1497], [-0.1601, -0.2159, 0.0280], [0.0473, -0.1317, 0.0852], [0.0885, 0.0565, 0.0215], [0.0365, 0.0276, -0.0706], [-0.0209, 0.0830, 0.0205], [0.0129, -0.0230, 0.0788], [0.0786, 0.1442, 0.0045], [0.6410, 0.8309, 0.3681], [-0.1875, -0.0486, -0.2016], [-0.0066, -0.0557, 0.0913], [-0.3482, -0.7626, 0.4445], [0.0912, -0.0644, 0.0227]], "spin_multiplicity": 1, "e_homo_ev": -8.278, "relative_energy_kcal_mol": 64.7, "gap_ev": 9.075, "smiles": "Nc1cc(O)no1.CC(C)=C=O"}

{"formula": "C7H10N2OS", "method": "the ωB97M-V functional and the def2-TZVPD basis", "symbols": ["C", "H", "C", "H", "C", "H", "N", "O", "S", "H", "H", "C", "H", "C", "N", "H", "H", "H", "C", "H", "C"], "coordinates": [[1.90057, 1.49719, 0.44653], [0.29118, 2.91742, 0.31326], [-0.44322, 1.11204, -0.09937], [3.37078, -0.17257, -0.03306], [-0.28847, -0.68698, -0.09184], [1.71245, 1.44514, 1.51005], [-2.34888, 0.17341, 0.00769], [1.90865, -2.36637, -0.50413], [1.38092, -1.28675, 0.34706], [-1.63629, -3.07541, 0.37266], [-2.86240, -2.53734, -0.75282], [0.62852, 2.07504, -0.15617], [-3.12107, -2.17215, 1.02321], [-2.31713, -2.26517, 0.24756], [-1.68850, 1.31218, -0.07379], [0.98964, 2.15064, -1.19584], [-3.24915, 0.09178, -0.28912], [2.77584, 2.32794, 0.44606], [2.31322, 0.21252, -0.17840], [2.29151, 0.21727, -1.29738], [-1.60817, -0.96985, -0.04215]], "atomic_forces_ev_per_a": [[1.8406, 2.7321, 1.5233], [-0.4259, 2.6443, 0.8029], [0.1209, -5.9333, -0.2880], [-1.1121, 0.7719, 0.5237], [0.9606, 4.9744, -0.1287], [0.1692, -0.7094, 0.5447], [1.6133, -1.3894, 0.5109], [-0.2058, -0.2597, -0.4586], [-0.8848, 0.5501, 0.4702], [0.4462, -0.4545, 0.5724], [0.6358, 0.2869, 1.7331], [2.2938, -2.3132, -2.0490], [1.0488, -0.1246, -0.5151], [-2.0059, 0.3551, -2.7279], [-0.4457, 1.7487, -0.2027], [-0.9805, 0.8984, -0.0503], [-3.0525, 0.5509, -0.6966], [-1.8533, -1.9148, -0.4966], [1.1681, -1.6268, -1.3728], [-0.4965, 0.1676, 0.6769], [1.1656, -0.9545, 1.6282]], "spin_multiplicity": 1, "e_homo_ev": -8.363, "relative_energy_kcal_mol": 78.2, "gap_ev": 9.189}

{"formula": "C7H10N2OS2", "method": "the ωB97M-V functional and the def2-TZVPD basis", "symbols": ["H", "C", "C", "S", "H", "H", "C", "C", "O", "H", "H", "N", "C", "H", "N", "H", "H", "C", "S", "C", "H", "H"], "coordinates": [[-3.11142, 0.60558, 3.13033], [0.22295, 0.08071, -3.01342], [1.16738, 2.89493, 1.23527], [-0.70041, 0.26523, 3.06085], [0.70466, 2.24310, 2.01164], [-2.36889, 0.80230, 1.55543], [0.45247, 0.60611, 0.02984], [0.57491, -0.53459, -0.58518], [0.98680, -2.23717, 1.25448], [2.23097, 3.06921, 0.90829], [0.24525, -2.72806, -2.88280], [0.70095, -2.21697, -2.11493], [-2.36298, 0.27440, 2.42879], [-2.49333, -0.69877, 1.91834], [0.60792, -2.79066, -0.89357], [0.67340, -3.79625, -0.83596], [0.76698, 3.85658, 1.55102], [0.45774, -0.81973, -2.02963], [-0.03595, 2.22858, -0.01258], [0.77511, -1.93608, 0.08917], [0.31138, -0.33908, -4.02133], [0.19412, 1.17063, -2.78404]], "atomic_forces_ev_per_a": [[-0.3027, -0.4107, 0.1170], [0.7506, -0.9419, 0.4114], [-1.6232, 0.2440, 0.1081], [0.0050, -0.0621, 0.3514], [2.2057, 0.0805, 0.2352], [-0.1095, 2.3564, -2.1500], [-0.1874, 1.1449, 0.7497], [-0.0215, -1.3763, 0.0430], [-0.2152, 0.4727, -0.4843], [-1.1767, -1.1219, 0.5941], [0.1055, 0.4754, 0.8129], [-0.1038, 1.1350, -4.1656], [0.7858, -1.6703, 0.7213], [-0.3821, -0.2637, 1.0652], [-0.6324, -1.9546, 0.2125], [0.3262, 0.2811, 0.2766], [-0.0466, 0.3570, -0.4074], [-0.0968, 0.4515, 0.2960], [1.0752, -0.4414, -0.7330], [0.0745, 1.7105, 2.2093], [-0.3240, 0.7285, 0.1121], [-0.1066, -1.1946, -0.3756]], "s2": 2.01, "spin_multiplicity": 3, "e_homo_ev": [-7.475, -7.783], "gap_ev": [7.749, 6.202]}

Across the entries above, M takes the values 186.24, 186.24, 186.24, 170.17, 170.24, 202.30 g mol⁻¹, respectively.